Computed, not measured: a cluster of 5 separate species, C7H16FN5O10 in total, with ωB97M-V/def2-TZVPD.

HOMO level: 1.52 eV
LUMO: 3.46 eV
total charge: -2
total energy: -38147.63439 eV

Cartesian coordinates (Å):
1 O 0.366 -0.163 1.143
2 C -0.117 0.969 0.753
3 O 0.146 1.332 -0.547
4 N -0.838 1.780 1.711
5 C -2.243 1.953 1.319
6 C -3.039 0.612 1.025
7 F -2.857 0.110 -0.316
8 H -2.764 2.433 2.218
9 H -2.378 2.665 0.432
10 H -4.160 0.858 1.084
11 H -2.863 -0.209 1.786
12 C 0.314 -3.456 1.239
13 N -0.942 -4.107 0.784
14 O -0.844 -5.023 -0.023
15 O -1.982 -3.686 1.245
16 H 1.151 -3.936 0.747
17 H 0.260 -2.397 0.967
18 H 0.376 -3.583 2.318
19 C -0.586 5.469 -0.151
20 N -1.784 5.879 0.617
21 O -2.169 7.044 0.541
22 O -2.280 4.992 1.263
23 H -0.211 6.327 -0.702
24 H 0.153 5.116 0.567
25 H -0.886 4.676 -0.828
26 C 3.087 -6.911 -0.816
27 N 3.066 -6.591 0.634
28 O 2.409 -5.633 0.980
29 O 3.712 -7.317 1.369
30 H 2.472 -6.185 -1.343
31 H 4.122 -6.855 -1.149
32 H 2.687 -7.916 -0.935
33 C 1.220 2.511 -2.875
34 N 1.228 3.788 -2.122
35 O 0.500 4.692 -2.513
36 O 1.957 3.847 -1.158
37 H 0.524 2.599 -3.705
38 H 2.233 2.336 -3.234
39 H 0.902 1.727 -2.179

---

Computed, not measured: a structure of composition C31H59N3O4SeSi7TeW, with ωB97M-V/def2-TZVPD.

HOMO level (spin up / spin down): -7.31 / -7.93 eV
⟨S²⟩: 2.051
multiplicity: 3
LUMO (spin up / spin down): -1.71 / -1.19 eV
total charge: 0
energy above the lowest of the compared OMol25 structures with the same formula, charge and spin: 77.3 kJ/mol
total energy: -175378.15614 eV

Cartesian coordinates (Å):
1 W 0.261 -0.107 0.411
2 C -0.945 0.620 4.063
3 Si -2.220 0.474 2.678
4 C -2.828 -1.311 2.573
5 C -3.687 1.424 3.388
6 C -1.578 1.030 0.990
7 Si -1.335 2.915 1.002
8 C -0.440 3.508 2.542
9 C -2.991 3.824 0.978
10 C -0.384 3.613 -0.453
11 Si -2.831 0.596 -0.325
12 C -4.644 0.547 0.162
13 C -2.837 1.546 -1.944
14 C -2.372 -1.191 -0.823
15 C -3.238 -2.086 -1.443
16 C -2.805 -3.355 -1.785
17 C -1.493 -3.714 -1.511
18 C -0.674 -2.793 -0.893
19 N -1.106 -1.572 -0.547
20 H -0.906 -0.321 4.616
21 H -1.236 1.406 4.764
22 H 0.066 0.831 3.718
23 H -2.551 -1.847 3.481
24 H -2.398 -1.857 1.735
25 H -3.916 -1.362 2.489
26 H -3.948 0.903 4.316
27 H -4.576 1.439 2.759
28 H -3.437 2.451 3.657
29 H -1.030 3.398 3.451
30 H -0.214 4.572 2.421
31 H 0.501 2.974 2.681
32 H -3.657 3.535 1.789
33 H -3.531 3.698 0.039
34 H -2.787 4.894 1.086
35 H 0.655 3.282 -0.474
36 H -0.387 4.702 -0.351
37 H -0.832 3.371 -1.418
38 H -4.976 1.530 0.498
39 H -4.872 -0.177 0.944
40 H -5.238 0.295 -0.721
41 H -3.177 2.574 -1.821
42 H -3.551 1.046 -2.607
43 H -1.871 1.559 -2.441
44 H -4.255 -1.778 -1.647
45 H -3.478 -4.058 -2.260
46 H -1.105 -4.690 -1.765
47 H 0.356 -3.023 -0.652
48 O 2.037 -1.029 -0.616
49 C 3.178 -0.560 -0.632
50 C 3.643 0.634 0.032
51 C 5.006 0.921 -0.121
52 C 5.541 2.034 0.467
53 C 4.752 2.909 1.219
54 C 3.417 2.647 1.375
55 C 2.821 1.507 0.792
56 O 1.541 1.338 0.994
57 N 6.971 2.314 0.303
58 O 7.629 1.528 -0.350
59 O 7.412 3.308 0.845
60 H 3.936 -1.101 -1.211
61 H 5.641 0.269 -0.704
62 H 5.208 3.781 1.664
63 H 2.778 3.309 1.943
64 C 1.317 -1.172 6.461
65 Si 2.065 -2.761 5.832
66 C 3.833 -2.463 5.294
67 C 2.006 -4.065 7.182
68 Si 0.853 -3.658 4.036
69 Te 1.046 -1.848 2.261
70 Si -1.297 -4.423 4.565
71 C -2.276 -4.727 2.995
72 C -1.093 -6.065 5.457
73 C -2.132 -3.232 5.752
74 Si 2.063 -5.347 2.944
75 C 3.623 -4.688 2.148
76 C 2.530 -6.678 4.184
77 C 0.958 -6.078 1.617
78 H 1.848 -0.845 7.359
79 H 0.262 -1.292 6.716
80 H 1.391 -0.381 5.714
81 H 4.370 -1.891 6.055
82 H 3.867 -1.901 4.358
83 H 4.364 -3.405 5.144
84 H 2.649 -3.780 8.018
85 H 2.339 -5.039 6.818
86 H 0.990 -4.181 7.567
87 H -1.969 -5.676 2.549
88 H -2.120 -3.942 2.258
89 H -3.346 -4.784 3.208
90 H -0.687 -6.826 4.786
91 H -2.057 -6.426 5.824
92 H -0.420 -5.979 6.313
93 H -2.024 -2.189 5.454
94 H -1.684 -3.338 6.744
95 H -3.199 -3.449 5.842
96 H 4.314 -4.290 2.893
97 H 3.392 -3.887 1.444
98 H 4.132 -5.491 1.608
99 H 3.277 -6.307 4.888
100 H 2.959 -7.541 3.669
101 H 1.669 -7.024 4.759
102 H 0.573 -5.295 0.959
103 H 0.103 -6.599 2.055
104 H 1.513 -6.795 1.006
105 Se 1.852 1.819 -3.623
106 C 0.866 1.154 -2.344
107 N 0.198 0.711 -1.479

---

Computed, not measured: a structure of composition C44H52N6O3SSiTl, with ωB97M-V/def2-TZVPD.

HOMO level: -4.12 eV
LUMO: 2.17 eV
total charge: -1
total energy: -84964.87806 eV

Cartesian coordinates (Å):
1 Tl 0.274 -0.020 0.158
2 N -0.006 -0.712 -2.565
3 C -0.922 -1.580 -3.264
4 C -2.242 -0.818 -3.474
5 N -2.743 -0.129 -2.299
6 C -3.739 -0.809 -1.509
7 C -3.260 -1.994 -0.653
8 N -2.271 -1.525 0.294
9 H 0.882 -1.152 -2.356
10 H 0.172 0.148 -3.069
11 H -0.551 -1.918 -4.253
12 H -1.071 -2.473 -2.651
13 H -2.040 -0.047 -4.230
14 H -3.011 -1.488 -3.871
15 H -1.943 0.098 -1.707
16 H -4.149 -0.058 -0.824
17 H -4.544 -1.147 -2.172
18 H -4.150 -2.455 -0.179
19 H -2.793 -2.751 -1.289
20 H -2.655 -0.811 0.903
21 H -1.926 -2.269 0.890
22 O 4.124 1.787 -2.117
23 C 3.005 1.506 -1.640
24 N 2.659 0.445 -0.948
25 C 3.695 -0.520 -0.698
26 C 3.175 -1.905 -0.424
27 C 4.038 -2.907 0.035
28 C 3.543 -4.173 0.275
29 C 2.192 -4.422 0.066
30 C 1.416 -3.371 -0.385
31 N 1.892 -2.162 -0.635
32 C 1.869 2.476 -1.899
33 C 2.166 3.732 -2.439
34 C 1.136 4.587 -2.779
35 C -0.174 4.171 -2.577
36 C -0.374 2.920 -2.017
37 N 0.611 2.105 -1.686
38 H 4.300 -0.218 0.174
39 H 4.401 -0.566 -1.551
40 H 5.081 -2.684 0.208
41 H 4.195 -4.959 0.627
42 H 1.765 -5.396 0.259
43 H 0.355 -3.491 -0.566
44 H 3.201 4.000 -2.590
45 H 1.334 5.558 -3.218
46 H -1.014 4.794 -2.852
47 H -1.375 2.536 -1.852
48 O -1.259 1.908 1.401
49 S -2.671 2.259 1.303
50 C -2.629 3.974 0.678
51 C -3.733 4.533 0.061
52 C -3.619 5.787 -0.512
53 C -2.411 6.463 -0.464
54 C -1.310 5.895 0.158
55 C -1.418 4.638 0.724
56 C -3.148 2.719 3.006
57 C -2.133 2.837 3.935
58 C -2.444 3.109 5.256
59 C -3.769 3.248 5.633
60 C -4.783 3.109 4.697
61 C -4.476 2.841 3.374
62 H -4.659 3.980 0.017
63 H -4.467 6.230 -1.014
64 H -2.324 7.436 -0.925
65 H -0.367 6.420 0.177
66 H -0.570 4.146 1.178
67 H -1.112 2.680 3.622
68 H -1.652 3.187 5.986
69 H -4.018 3.456 6.663
70 H -5.816 3.189 5.006
71 H -5.260 2.717 2.641
72 C -2.479 -0.979 4.264
73 C -1.411 -1.957 4.748
74 C -1.590 -3.288 4.025
75 C -1.628 -2.177 6.240
76 Si 0.289 -1.234 4.173
77 O 0.230 -0.995 2.648
78 C 0.655 0.346 5.200
79 C 0.666 0.463 6.585
80 C 0.963 1.663 7.209
81 C 1.275 2.780 6.455
82 C 1.300 2.678 5.074
83 C 0.993 1.476 4.464
84 C 1.777 -2.351 4.616
85 C 1.869 -3.322 5.602
86 C 3.013 -4.084 5.769
87 C 4.111 -3.872 4.956
88 C 4.049 -2.897 3.972
89 C 2.891 -2.160 3.807
90 H -3.485 -1.388 4.394
91 H -2.324 -0.749 3.214
92 H -2.417 -0.042 4.819
93 H -2.593 -3.700 4.174
94 H -0.860 -4.014 4.381
95 H -1.424 -3.151 2.961
96 H -2.606 -2.637 6.422
97 H -1.606 -1.226 6.768
98 H -0.870 -2.829 6.666
99 H 0.441 -0.400 7.197
100 H 0.956 1.728 8.291
101 H 1.510 3.720 6.941
102 H 1.562 3.542 4.475
103 H 1.006 1.381 3.388
104 H 1.031 -3.501 6.260
105 H 3.049 -4.841 6.544
106 H 5.009 -4.464 5.084
107 H 4.905 -2.711 3.335
108 H 2.824 -1.416 3.028

---

Question: total energy of number 1 (C7H16FN5O10)?
Answer: -38147.63439 eV